# 1
DFT (wB97M-V/def2-TZVPD) results for a cluster of 2 separate species, C4H12NO2 in total at a distorted geometry.

Properties
- HOMO-LUMO gap (eV) = 6.4
- charge = -1
- E (eV) = -9927.592
- LUMO (Ha) = 0.140
- energy above the lowest of the compared OMol25 structures with the same formula, charge and spin (kJ/mol) = 61.0
- HOMO (eV) = -2.55

XYZ file:
```
19
Properties=species:S:1:pos:R:3:lowdin_charge:R:1
O -0.6893 0.7918 -2.7637 -0.37
C 0.0525 -1.1248 1.7314 -0.13
H -0.1691 -0.1386 2.1225 0.06
C -0.5695 0.0076 -0.4803 -0.43
C -0.6450 -1.2608 0.3632 -0.25
H -0.1592 -2.0439 -0.2376 0.10
H 1.6818 2.1281 0.4866 -0.01
C -1.1734 -0.1340 -1.9173 -0.52
N 0.8168 0.4808 -0.5504 0.01
H -1.6897 -1.5549 0.5271 0.10
H -1.1641 0.8056 -0.0121 0.13
H -0.3864 -1.8365 2.4339 0.05
H 0.7038 1.3906 -1.0032 0.06
H -2.2675 -0.0574 -1.7629 0.07
H 1.1185 -1.2775 1.6651 0.05
H -0.9365 -1.1616 -2.3050 0.08
H 1.2457 -0.0303 -1.3218 0.08
H 2.2697 2.2308 1.8764 0.02
O 1.9609 2.7848 1.1480 -0.10
```

---

# 2
DFT (wB97M-V/def2-TZVPD) results for the molecule C5H8N2 at a distorted geometry.

Properties
- HOMO-LUMO gap (eV) = 10.5
- E (eV) = -8292.418
- LUMO (Ha) = 0.028
- energy above the lowest of the compared OMol25 structures with the same formula, charge and spin (kJ/mol) = 248.8
- HOMO (eV) = -9.78
- SMILES = CC1(C)N[C@H]1C#N

XYZ file:
```
15
Properties=species:S:1:pos:R:3:lowdin_charge:R:1
H -1.6504 1.5884 -0.6747 0.09
H -2.0438 -1.0236 -0.1506 0.09
H -0.1106 2.2959 -0.1125 0.09
H 0.7280 0.3204 -1.6415 0.11
H 1.2209 -1.0768 1.0277 0.14
N 0.3701 -0.4472 -1.0550 0.10
C -0.8638 1.5288 0.0855 -0.02
C 1.1246 -0.2791 0.2838 -0.19
H -1.5638 -0.8801 1.5747 0.08
C -0.2931 0.1416 0.0784 -0.56
H -0.6662 -1.9297 0.4383 0.09
H -1.3200 1.7265 1.0609 0.09
N 3.4431 -0.1651 -0.7336 0.15
C 2.4420 0.0452 -0.1864 -0.21
C -1.2053 -0.9812 0.5510 -0.04
```

---

# 3
DFT (wB97M-V/def2-TZVPD) results for the molecule C20H23N5O3 at a distorted geometry.

Properties
- HOMO-LUMO gap (eV) = 8.4
- E (eV) = -34706.024
- LUMO (Ha) = 0.027
- energy above the lowest of the compared OMol25 structures with the same formula, charge and spin (kJ/mol) = 263.6
- HOMO (eV) = -7.67
- SMILES = CCc1ccc(Cn2nnc(C(=O)Nc3ccc(OC)cc3OC)c2N)cc1

XYZ file:
```
51
Properties=species:S:1:pos:R:3:lowdin_charge:R:1
N 2.5161 1.5351 0.4549 0.14
C -5.4138 -0.2870 -1.0549 -0.03
C -3.9750 1.3860 -0.0973 -0.24
N -1.1692 3.1204 1.0374 0.03
C 1.4841 1.2061 -0.3628 -0.42
H 9.1460 -1.6367 -0.3799 0.09
H 2.3372 2.2944 1.0985 0.14
C 4.0704 -0.3326 0.2333 -0.20
H -3.5804 3.3884 0.5995 0.13
H -7.1965 -1.7987 1.8657 0.07
H -7.9559 -1.5106 0.3007 0.07
C -4.7732 0.9368 -1.1402 -0.05
H -6.0341 -0.6225 -1.8735 0.12
C -3.2435 2.7017 -0.1823 -0.08
H -5.3893 -3.1104 0.7510 0.11
H 4.7072 2.9786 0.5128 0.12
C -7.3386 -2.2046 0.8667 -0.09
N -1.2710 1.0139 -1.7817 0.19
H 3.5575 -2.6895 -0.9382 0.10
H 2.1456 -2.9426 0.1135 0.10
H 7.7696 -2.2156 0.5884 0.10
H 7.5940 -1.9906 -1.1768 0.10
N 0.0493 2.7582 1.0072 0.05
H 7.0334 2.1506 0.2855 0.11
C 6.4406 0.1122 0.0813 -0.27
H 3.7836 -3.0068 0.8094 0.09
C -4.4585 -0.6396 1.1057 -0.02
H 5.5619 -1.8382 -0.0385 0.09
H -3.4042 3.1680 -1.1606 0.13
C -0.9860 1.7178 -0.6590 -0.25
C 3.1473 -2.5186 0.0619 -0.08
H -3.1993 0.9252 1.8421 0.12
O 7.7492 -0.2445 -0.0646 -0.08
H -6.1510 -2.8208 -0.8200 0.11
O 1.5417 0.4320 -1.3074 0.07
O 2.9911 -1.1494 0.3282 -0.08
N -1.8338 2.5125 0.0329 -0.08
H -4.3291 -1.2538 1.9849 0.12
C 5.3773 -0.7832 0.0741 0.05
H -4.8985 1.5489 -2.0227 0.11
C -3.8228 0.5844 1.0281 -0.02
C -5.9881 -2.4020 0.1750 -0.21
H -7.8657 -3.1522 0.9480 0.07
C 0.2423 1.8899 -0.0139 -0.15
C 6.1974 1.4714 0.2628 -0.01
C 3.8279 1.0447 0.3571 -0.17
C 8.0634 -1.5993 -0.2681 -0.09
H -0.4981 0.4131 -2.0480 0.09
H -2.1985 0.6287 -1.8731 0.09
C 4.9014 1.9235 0.3915 -0.01
C -5.2616 -1.0930 0.0654 -0.25
```

---

# 4
DFT (wB97M-V/def2-TZVPD) results for a structure of composition C38H42BiF5N6O10SeSi.

Properties
- HOMO-LUMO gap (eV) = 5.8
- charge = -2
- E (eV) = -162156.674
- LUMO (Ha) = 0.123
- energy above the lowest of the compared OMol25 structures with the same formula, charge and spin (kJ/mol) = 53.5
- HOMO (eV) = -2.46

XYZ file:
```
104
Properties=species:S:1:pos:R:3:lowdin_charge:R:1
N -1.3272 2.5593 6.6127 -0.35
F 1.6176 -6.8920 0.9346 0.09
H 2.9474 5.5874 -5.0738 0.08
Si 3.6743 0.9080 0.9607 0.20
C 3.2579 -3.0596 -1.3794 0.00
H -2.0652 -2.4600 -0.5126 0.04
H 0.1872 0.3582 6.5891 0.13
F -0.4645 -3.9636 4.9945 0.07
O 2.2722 0.1913 0.7672 -0.51
C 3.3966 -1.1541 -2.7840 0.04
H 3.1662 3.0949 -0.1297 0.03
C 5.7912 -2.0404 -4.0732 -0.07
C 0.0091 2.1418 3.1510 -0.10
O -0.1290 4.0950 1.8462 0.03
H 3.2715 2.4053 2.9217 0.02
O -1.9467 3.5932 6.4626 0.07
C 6.2744 -3.1136 -1.8798 -0.04
H 6.0850 0.1013 0.9859 0.02
H -1.0554 -0.8620 -2.7824 0.09
C 4.9006 -4.3121 -3.6030 -0.05
O -3.7762 0.1874 -2.2496 -0.02
Se -1.2007 -2.6266 2.3000 0.63
C 0.0337 -4.6405 3.9552 -0.27
H 6.6818 -2.5110 -4.4958 0.08
C 1.5774 2.6657 -3.8609 -0.16
H 5.0740 -1.8867 -4.8837 0.08
H 1.3775 4.5388 -6.7508 0.08
C -1.8915 -1.2837 -2.2175 -0.19
H 7.1965 -3.5221 -2.3040 0.08
O 2.0711 -1.3883 3.7455 0.08
C 2.1948 -0.7054 -2.2367 -0.20
H -2.6174 2.3419 0.2029 0.11
O -0.1234 2.1218 0.7969 -0.19
H -4.0571 1.3592 -0.1112 0.11
H 3.3263 4.7432 -3.5589 0.09
H 3.9113 -0.5498 -3.5155 0.09
H 3.6391 -3.9881 -0.9721 0.11
O -1.2280 1.9741 7.6779 0.05
O -3.8950 1.2356 2.4608 0.02
C 1.0156 3.8476 -5.9834 -0.05
H 5.0030 2.1062 2.7456 0.02
H 5.9282 -3.7906 -1.0966 0.08
N 1.6914 -0.7990 4.7309 -0.34
C 3.9532 2.3403 -0.2521 -0.17
C 5.1209 -0.2835 0.6303 -0.18
H 1.7142 5.4123 -3.8147 0.08
H 0.7190 2.9157 -6.4708 0.09
N 1.5340 -1.4176 -1.3371 0.04
C -3.0289 1.3264 0.2385 -0.14
H 5.2058 -0.4667 -0.4469 -0.01
C -0.6179 2.0002 5.4524 -0.11
C 0.4983 3.0623 -3.0813 0.01
H 3.6894 3.6950 -6.4165 0.08
H 4.1491 -4.2095 -4.3898 0.09
H 0.1282 4.2815 -5.5209 0.08
C 4.0138 1.6395 2.6755 -0.17
H -2.5215 -1.8503 -2.9038 0.10
C 0.7804 0.9984 3.3053 0.01
H 3.0661 2.0576 -6.1846 0.08
N -2.2216 0.4206 -0.5605 -0.14
H 4.9333 -1.2468 1.1190 0.03
C 0.1372 0.8589 5.6360 0.08
H 6.0822 -1.0653 -3.6747 0.09
C 2.0734 -2.5454 -0.8865 -0.10
H -0.7117 -2.7933 -1.3977 0.06
C 1.5926 0.6223 -2.5810 -0.19
H -1.2973 3.5366 4.1179 0.14
N -1.3434 -2.0611 -1.1046 -0.08
C -0.6919 2.6503 4.2326 0.09
C 3.3271 2.9850 -5.6688 -0.07
C -0.0950 2.8641 1.8256 -0.61
H 6.4982 -2.1556 -1.4084 0.08
H 4.5138 -5.0102 -2.8593 0.08
H 4.9245 2.8293 -0.1095 0.01
C 2.1192 3.5869 -4.9481 -0.56
C 0.0129 2.2147 -2.1053 -0.09
Bi -0.2926 -0.1893 0.4765 1.88
H 1.5233 -3.0506 -0.0979 0.10
C -2.7317 -0.1271 -1.6667 -0.57
H 3.9044 1.9799 -1.2878 0.00
F 2.1206 -7.5743 3.5230 0.09
H 5.8054 -4.7444 -4.0409 0.08
O 1.9350 -1.1375 5.8797 0.05
C 0.8378 0.3895 4.5466 -0.10
N 0.5434 1.0184 -1.8559 0.08
F 0.0768 -4.7992 0.3566 0.04
F 1.0497 -6.0905 5.5299 0.10
C 5.2170 -2.9426 -2.9807 -0.55
C -2.9849 0.9033 1.7125 -0.64
H 4.1451 2.7815 -4.9737 0.09
C 0.8145 -5.7398 4.2552 -0.15
O -1.9298 0.2358 2.0675 -0.32
C 1.1054 -6.1489 1.9336 -0.16
C 2.1168 1.4158 -3.5975 0.03
C 3.9366 -2.3666 -2.3772 -0.17
C 1.3634 -6.4998 3.2402 -0.16
C -0.2282 -4.2290 2.6446 -0.54
H 2.9497 1.0491 -4.1767 0.09
C 2.5502 4.9151 -4.3081 -0.04
H 3.9552 0.8566 3.4412 0.02
H 1.3704 0.6079 2.4784 0.05
H 0.0265 4.0273 -3.2147 0.11
H -0.8215 2.4982 -1.4786 0.10
C 0.3153 -5.0484 1.6620 -0.27
```

---

# 5
DFT (wB97M-V/def2-TZVPD) results for the molecule C4H7BrN2O2 at a distorted geometry.

Properties
- HOMO-LUMO gap (spin up / spin down) (eV) = 8.4 / 6.0
- E (eV) = -81370.483
- LUMO (spin up / spin down) (Ha) = 0.023 / -0.135
- energy above the lowest of the compared OMol25 structures with the same formula, charge and spin (kJ/mol) = 232.3
- 2S+1 = 3
- HOMO (spin up / spin down) (eV) = -7.79 / -9.68

XYZ file:
```
16
Properties=species:S:1:pos:R:3:mulliken_spin:R:1
Br -2.8166 -1.2256 0.1058 0.00
C -1.2902 0.0079 -0.6929 0.01
H 1.4803 -0.9862 1.7964 0.00
O -0.5269 2.5292 -1.0901 0.77
N -0.1773 -0.5868 -1.2234 0.01
C -0.4370 0.7519 0.2911 -0.03
H -0.4590 0.9320 1.4310 0.01
H 1.6741 0.2082 -0.3790 0.00
C 1.0862 -1.4129 0.9035 0.00
H 1.8655 -1.7862 0.3518 0.00
C 0.7344 -0.3432 -0.1669 0.05
O 0.8250 2.6174 0.5859 0.75
N -0.0067 2.0775 -0.0859 0.43
H -0.2186 -1.4764 -1.7951 0.00
H 0.1323 -1.9478 1.2376 0.00
H -1.8655 0.6410 -1.2697 0.00
```

---

# 6
DFT (wB97M-V/def2-TZVPD) results for a structure of composition C12H6Cl3FIrN19.

Properties
- HOMO-LUMO gap (eV) = 6.4
- charge = -2
- E (eV) = -83977.357
- LUMO (Ha) = 0.145
- energy above the lowest of the compared OMol25 structures with the same formula, charge and spin (kJ/mol) = 53.7
- HOMO (eV) = -2.44

XYZ file:
```
42
Properties=species:S:1:pos:R:3:lowdin_charge:R:1
C 3.6729 0.8409 -1.3553 -0.04
Ir -0.3938 0.3880 -0.1744 1.23
Cl -3.1584 -3.4685 0.9142 0.65
H 0.3292 3.1092 3.2826 0.13
C -0.7646 -2.3445 -1.5719 -0.50
N -0.4082 0.2546 1.8856 -0.13
C 3.6774 -0.7403 0.4642 -0.04
N 0.6238 4.2847 1.0440 0.00
N -1.6401 1.3750 -4.0026 -0.12
Cl -5.7107 -2.0838 1.0884 0.56
N 0.1308 2.5035 2.5081 0.14
N -0.1609 -3.7585 -0.1347 -0.12
H 1.7558 1.6129 -1.9143 0.07
C 1.5804 0.2115 -0.2969 -0.31
N -0.0642 2.4166 0.1090 -0.13
C 0.2227 3.0459 1.2490 -0.49
C 2.2936 -0.6294 0.5586 -0.11
N -0.8736 -0.4917 3.8395 -0.11
N -0.5260 -1.6690 -0.4478 -0.13
N -1.1321 -1.7849 -2.7671 0.14
N -0.5731 -3.6421 -1.4180 0.01
N -1.1441 1.6841 -2.8637 -0.08
C 2.2896 0.9425 -1.2525 -0.11
N -3.0298 0.0984 0.4170 0.19
H 1.7651 -1.2210 1.2941 0.07
H 4.2344 -1.3953 1.1224 0.11
H 4.2265 1.4101 -2.0915 0.11
C -3.9738 -2.0523 1.5521 -1.60
C 4.3379 -0.0014 -0.4919 -0.30
C -0.2327 1.2153 2.7902 -0.48
N -1.7060 0.0311 -4.1561 0.00
C -3.3976 -0.8537 0.9377 -0.40
Cl -3.8420 -1.9717 3.3040 0.61
N -0.4954 0.7910 4.0148 0.01
N -0.8455 -0.8139 2.5975 -0.08
N 0.2149 3.3263 -0.8603 -0.08
N -0.1112 -2.6120 0.4359 -0.09
H -1.4049 -2.4087 -3.5039 0.13
N -0.8523 0.5373 -2.1925 -0.13
N 0.6094 4.4100 -0.3031 -0.11
C -1.2245 -0.4388 -3.0231 -0.49
F 5.7012 -0.1075 -0.5873 0.00
```

---

# 7
DFT (wB97M-V/def2-TZVPD) results for a structure of composition C17H33GaN2O2P2 at a distorted geometry.

Properties
- HOMO-LUMO gap (eV) = 5.9
- E (eV) = -96190.424
- LUMO (Ha) = 0.004
- HOMO (eV) = -5.82

XYZ file:
```
57
Properties=species:S:1:pos:R:3:lowdin_charge:R:1
H 4.4298 -1.7913 -0.0036 0.02
N -0.0301 -1.2765 -1.8000 0.07
C -0.4933 -0.3612 3.7226 -0.40
C -0.6939 0.5976 4.7575 -0.07
C 1.0952 -1.1303 -2.5064 -0.31
H -4.1909 1.2173 -0.3213 0.06
H -1.0042 0.3628 5.7512 0.07
O -1.1885 3.0015 -2.5601 -0.11
H 2.0085 -1.1779 -4.4666 0.11
H -2.2510 -1.7794 -4.1891 0.10
H 1.0108 2.3496 1.1653 0.02
H -2.8741 1.7799 0.7671 0.04
C 3.4673 -1.9534 0.5142 -0.32
C -0.6337 -1.8145 3.7419 -0.10
H -3.3425 -0.8590 -2.2212 0.10
H 3.0382 -2.9093 0.1725 0.04
C 3.1991 0.9632 0.5363 -0.25
H -2.8932 -2.3438 -1.4108 0.09
H 0.6517 0.3905 0.1953 -0.10
H 0.2612 3.6671 2.0963 0.08
N -0.2063 0.3154 2.5610 -0.04
H 2.9423 1.7632 -0.1832 0.04
C -1.2813 -1.6477 -3.7685 -0.02
H 2.8852 1.3203 1.5357 0.05
H 4.2953 0.8147 0.5629 0.05
H -0.8044 2.0925 -2.6685 0.04
H -4.5686 -1.1559 1.0274 0.05
C -2.5468 -1.3091 -1.5819 -0.25
H -3.2352 -2.2702 1.4480 0.04
H -3.3527 -0.6799 2.2558 0.05
H -1.6903 -2.1216 3.6685 0.07
H -0.5592 2.8440 4.6888 0.10
C -0.0966 -1.6091 -4.5203 -0.05
H -0.6371 3.3998 -1.8048 0.08
C -0.1338 1.6763 2.8183 -0.37
H 3.6773 -2.0230 1.5952 0.04
H 3.2786 2.6192 -3.7921 0.05
H 0.0257 -2.5249 1.0047 -0.01
C -3.5038 -1.2157 1.3064 -0.26
C 1.0991 -1.3087 -3.8935 -0.04
H -0.1887 -2.2468 4.6463 0.09
P -2.3308 -0.4561 0.0864 0.87
C -3.0804 1.2201 -0.1671 -0.24
P 2.3130 -0.5780 0.0805 0.76
H -0.1205 -2.2715 2.8721 -0.01
H -0.6991 2.6437 0.9983 0.05
C -1.2279 -1.4415 -2.3701 -0.31
H 1.9617 3.3061 -3.4693 0.01
H 3.0445 -1.8668 -1.8455 0.09
H -2.6131 1.7836 -1.0110 0.03
H 3.0325 -0.1592 -2.2471 0.07
C -0.4656 1.8689 4.1617 -0.09
H -0.1536 -1.7652 -5.5931 0.11
Ga -0.0464 -0.9194 0.9039 0.18
C 0.1218 2.6414 1.7283 -0.08
O 2.8666 3.2555 -3.1644 -0.07
C 2.4323 -0.9274 -1.8109 -0.22
```

---

# 8
DFT (wB97M-V/def2-TZVPD) results for the molecule BH3OS at a distorted geometry.

Properties
- HOMO-LUMO gap (eV) = 10.7
- E (eV) = -13607.887
- LUMO (Ha) = 0.010
- energy above the lowest of the compared OMol25 structures with the same formula, charge and spin (kJ/mol) = 118.3
- HOMO (eV) = -10.42
- SMILES = OBS

XYZ file:
```
6
Properties=species:S:1:pos:R:3:lowdin_charge:R:1
O 1.4492 0.5818 -0.4075 -0.15
S -1.1989 -0.1663 -1.1293 0.79
H 0.0960 -0.1297 1.2479 0.03
H -2.1450 -0.7917 -0.2199 -0.06
B -0.0730 0.1948 0.1319 -0.60
H 1.8716 0.3111 0.3770 -0.02
```